one.
# C3H7O2S

A cluster of 2 separate species, C3H7O2S in total (the ωB97M-V functional and the def2-TZVPD basis, the Open Molecules 2025 dataset).

Calculated values
* orbital gap: 7.74 eV
* highest occupied orbital energy: -3.79 eV
* M: 107.15 u
* net charge: -1

Positions of all 13 atoms, in Å:
C -1.177 1.828 1.202
C -0.215 0.732 0.824
S -0.747 -1.033 0.606
H -0.701 2.788 0.965
H -1.523 1.832 2.238
H -2.075 1.883 0.526
H 0.149 1.095 -0.153
H 0.557 0.595 1.556
H 0.229 -2.122 -0.092
O 0.992 -2.706 -1.016
C 1.369 -1.857 -1.911
O 2.105 -0.886 -1.823
H 1.037 -2.150 -2.921



two.
# C3H7O2S

A cluster of 2 separate species, C3H7O2S in total (the ωB97M-V functional and the def2-TZVPD basis, the Open Molecules 2025 dataset).

Calculated values
* orbital gap: 6.10 eV
* highest occupied orbital energy: -2.79 eV
* M: 107.15 u
* net charge: -1

Positions of all 13 atoms, in Å:
O 0.110 -2.246 3.258
C 0.219 -1.782 2.109
C -0.853 -0.998 1.374
C -0.213 -0.037 0.119
S -1.357 -0.243 -1.399
H 0.975 -1.907 1.334
H -1.298 -0.252 2.040
H -1.668 -1.515 0.804
H 0.773 -0.402 -0.121
H -0.067 1.044 0.519
H 2.862 3.459 -2.524
H 2.142 4.086 -3.689
O 2.775 4.281 -2.956



Most stable: one



one.
# C5H7NS

The molecule C5H7NS (the ωB97M-V functional and the def2-TZVPD basis, the Open Molecules 2025 dataset).

Calculated values
* orbital gap: 9.42 eV
* highest occupied orbital energy: -8.53 eV
* M: 113.18 u
* structure (SMILES): NCc1ccsc1

Positions of all 14 atoms, in Å:
C 1.396 0.168 -0.373
C -0.141 0.094 -0.201
C -1.011 1.090 0.030
C -2.214 0.741 0.232
C -0.810 -1.193 -0.217
H 1.944 -1.565 0.116
H 2.118 -0.524 1.496
H 1.599 0.088 -1.248
H 1.780 1.189 -0.215
H -0.831 2.279 0.033
H -3.084 1.400 0.332
H -0.396 -2.130 -0.410
N 2.137 -0.729 0.399
S -2.488 -0.908 0.025



two.
# C5H7NS

The molecule C5H7NS (the ωB97M-V functional and the def2-TZVPD basis, the Open Molecules 2025 dataset).

Calculated values
* orbital gap: 8.36 eV
* highest occupied orbital energy: -8.28 eV
* M: 113.18 u
* structure (SMILES): S=CN1C=CCC1

Positions of all 14 atoms, in Å:
C 1.896 0.880 -0.002
C 0.276 -1.002 -0.202
C -1.350 -0.995 0.068
C -1.603 0.512 -0.023
C -0.469 1.134 -0.166
H 2.131 2.035 0.064
H 0.890 -1.161 0.654
H 0.616 -1.620 -1.069
H -1.778 -1.462 -0.744
H -1.401 -1.461 1.124
H -2.583 0.783 0.367
H -0.351 2.203 0.339
N 0.607 0.421 -0.417
S 3.117 -0.269 0.006



three.
# C5H7NS

The molecule C5H7NS (the ωB97M-V functional and the def2-TZVPD basis, the Open Molecules 2025 dataset).

Calculated values
* orbital gap: 9.08 eV
* highest occupied orbital energy: -8.30 eV
* M: 113.18 u
* structure (SMILES): C1=CCSN=CC1

Positions of all 14 atoms, in Å:
C 0.886 -1.420 0.381
C 0.529 1.541 0.403
C -0.663 1.151 -0.438
C -1.214 -0.231 -0.373
C -0.586 -1.336 0.021
H 1.268 -2.422 0.201
H 0.966 -1.190 1.432
H 0.512 2.466 0.988
H -1.481 1.919 -0.266
H -0.453 1.362 -1.512
H -2.310 -0.404 -0.662
H -1.115 -2.279 0.229
N 1.707 1.142 0.213
S 1.954 -0.299 -0.618



Most stable: three



one.
# C5H7NS

A structure of composition C5H7NS (the ωB97M-V functional and the def2-TZVPD basis, the Open Molecules 2025 dataset).

Calculated values
* orbital gap: 8.76 eV
* highest occupied orbital energy: -8.47 eV
* M: 113.18 u

Positions of all 14 atoms, in Å:
C 0.456 1.264 0.098
C -0.120 0.248 1.088
C -1.224 -0.492 0.264
C -0.501 -0.527 -1.134
C 0.884 0.052 -0.687
H -0.273 0.383 2.158
H -2.150 0.015 0.272
H -1.386 -1.488 0.664
H -1.024 0.152 -1.801
H -0.382 -1.501 -1.593
H 1.707 0.040 -1.356
H 1.957 -0.294 1.068
N 1.067 -0.596 0.650
S 0.987 2.744 0.308



two.
# C5H7NS

The molecule C5H7NS (the ωB97M-V functional and the def2-TZVPD basis, the Open Molecules 2025 dataset).

Calculated values
* orbital gap: 8.94 eV
* highest occupied orbital energy: -8.68 eV
* M: 113.18 u
* structure (SMILES): C=CC(C=C)=NS

Positions of all 14 atoms, in Å:
C 0.062 -0.090 -0.046
C 0.492 1.301 -0.475
C 1.482 1.903 0.292
C -1.503 -0.170 0.001
C -2.304 -1.261 -0.007
H 2.458 -2.744 -0.078
H -0.228 1.849 -1.104
H 1.740 3.021 0.076
H 2.041 1.464 1.171
H -2.019 0.835 -0.273
H -3.336 -1.217 0.142
H -1.831 -2.284 0.356
N 0.609 -1.219 0.077
S 2.337 -1.389 -0.132



three.
# C5H7NS

The molecule C5H7NS (the ωB97M-V functional and the def2-TZVPD basis, the Open Molecules 2025 dataset).

Calculated values
* orbital gap (alpha / beta): 7.94 / 6.80 eV
* highest occupied orbital energy (alpha / beta): -8.39 / -7.13 eV
* M: 113.18 u

Positions of all 14 atoms, in Å:
C 1.044 -0.106 0.625
C 0.854 -2.406 -0.083
C -1.325 -0.401 0.074
C -0.288 0.537 0.511
C -0.108 1.687 -0.622
N 1.355 -1.320 0.227
S 0.651 -3.900 -0.580
H 1.832 0.566 1.095
H -1.360 -0.680 -0.925
H -2.006 -0.774 0.816
H -0.746 0.933 1.451
H 0.714 2.282 -0.162
H -0.952 2.225 -0.902
H 0.336 1.358 -1.526



Most stable: one